Entry 1
Entry from the Open Molecules 2025 dataset: a molecular structure, C18H20ClNO11P2RuS2 (ωB97M-V/def2-TZVPD).

Structure (XYZ):
```
56
Properties=species:S:1:pos:R:3:lowdin_spin:R:1
Ru 0.1120 0.3257 0.3209 1.11
Cl 0.9422 2.7965 1.6281 0.00
S -0.0514 -2.1504 0.0874 -0.07
S 2.1279 0.3799 -1.2280 -0.09
P -1.5132 -0.8348 3.0892 0.00
P -3.4602 -0.2412 0.8636 0.00
O -4.1199 -0.8274 3.3857 0.00
O -0.4606 2.4470 1.5102 0.01
O 1.1497 3.5869 2.7954 0.01
O -4.8123 0.2408 0.5252 0.00
O 1.7038 1.5637 1.7239 0.04
O -1.5002 -0.7422 4.6989 0.00
O -3.4094 -1.8778 0.6915 0.00
O -1.6698 -2.3954 2.8783 0.00
O -2.2537 0.3274 0.1721 0.03
O 1.3449 3.5031 0.4489 0.00
O -0.2382 -0.2668 2.5768 0.02
N -0.5635 0.0905 -1.8588 -0.03
C 6.0350 0.4477 1.0827 -0.01
C 5.4671 -0.7620 0.7059 0.00
C -0.8122 2.4882 -1.8479 0.00
C 4.1700 1.6215 0.1131 -0.01
C -0.7817 -0.1039 -4.5958 0.00
C -0.3582 -3.5299 -2.2160 0.00
C -0.5401 -3.6727 -3.5974 0.00
C -0.7254 1.1860 -2.5748 0.00
C -0.6782 -2.5740 -4.4011 0.00
C -0.8086 1.1124 -3.9819 0.00
C 5.3793 1.6361 0.7889 0.00
C -0.6629 -1.2845 -3.8326 0.00
C -0.5138 -1.1370 -2.4314 0.00
C 3.6011 0.4082 -0.2770 0.00
C -3.1343 -0.0701 2.6897 0.00
C 4.2566 -0.7845 0.0314 -0.01
C -0.3241 -2.2844 -1.6186 -0.01
C -3.1376 1.4045 3.0576 0.00
H 3.8023 -1.7225 -0.2608 0.00
H -3.0381 1.5349 4.1378 0.00
H 3.6425 2.5397 -0.1078 0.00
H -0.6089 -0.4607 4.9600 0.00
H -0.2260 -4.4040 -1.5908 0.00
H 6.9835 0.4640 1.6057 0.00
H -0.9019 2.0243 -4.5553 0.00
H -0.8039 -2.6724 -5.4729 0.00
H 5.8112 2.5833 1.0894 0.00
H -0.5509 -4.6660 -4.0296 0.00
H -3.9386 -0.7640 4.3315 0.00
H -4.2805 -2.2031 0.9701 0.00
H -1.2957 3.2550 -2.4526 0.00
H -0.8469 -0.1832 -5.6751 0.00
H -4.0733 1.8478 2.7157 0.00
H -2.3096 1.9061 2.5605 0.00
H 0.1891 2.8338 -1.5797 0.00
H -1.8996 -2.5872 1.9419 0.00
H -1.3832 2.3408 -0.9311 0.00
H 5.9684 -1.6939 0.9394 0.00
```

Output
- 2S+1: 2
- HOMO (alpha / beta): -5.01 / -4.90 eV
- Charge: -1
- Molecular weight: 688.959 g/mol
- Lowest unoccupied orbital energy (alpha / beta): 1.6 / 2.1 eV

---

Entry 2
Entry from the Open Molecules 2025 dataset: a molecular structure, C18H20ClNO11P2RuS2 (ωB97M-V/def2-TZVPD).

Structure (XYZ):
```
56
Properties=species:S:1:pos:R:3:lowdin_spin:R:1
Ru -0.4899 -0.1549 0.4905 0.80
Cl 0.2973 1.2094 3.5503 0.00
S 0.6330 -2.1230 0.5661 -0.01
S -1.1619 -0.3310 -1.6253 0.14
P -3.2988 1.7054 1.2429 0.00
P -3.1875 -1.0735 2.4125 0.00
O -5.3550 0.5343 2.4038 0.00
O -0.5003 0.7428 4.6542 0.00
O -0.4265 2.2574 2.8446 0.00
O -2.1085 1.5219 0.3645 0.00
O -4.3920 2.6441 0.5284 0.00
O -3.0172 2.4850 2.5722 0.00
O -1.9400 -1.1417 1.5392 0.02
O 1.5532 1.7146 3.9968 0.00
O 0.5175 0.0886 2.6344 0.01
O -3.9632 -2.3040 2.6195 0.00
O -2.7935 -0.3234 3.7708 0.00
N 1.3560 0.6709 -0.0832 0.00
C 3.2239 -2.4885 -0.1807 0.00
C 4.4918 -2.0563 -0.5815 0.00
C 2.1836 -1.5991 0.0222 0.00
C 4.7407 -0.7245 -0.7793 0.00
C 0.0808 -1.2380 -2.5175 0.02
C 2.8639 2.4466 -0.6207 0.00
C 1.5720 1.9561 -0.2970 0.00
C 0.0175 -2.6288 -2.5874 0.00
C 3.7026 0.2103 -0.5945 0.00
C -4.2483 0.1960 1.5721 0.00
C -4.7077 -0.4143 0.2470 0.00
C 2.0595 -2.6753 -3.8607 0.00
C 1.1464 -0.5778 -3.1205 0.00
C 2.4142 -0.2184 -0.2150 0.01
C 3.9047 1.5964 -0.7791 0.00
C 0.9981 -3.3412 -3.2594 0.00
C 2.1323 -1.2928 -3.7881 0.00
C 0.4686 2.9603 -0.2216 0.00
H 3.0383 -3.5425 -0.0157 0.00
H 1.2066 0.5022 -3.0531 0.00
H 4.8907 1.9574 -1.0488 0.00
H -5.2587 -1.3261 0.4757 0.00
H 5.7209 -0.3690 -1.0722 0.00
H -5.9581 1.0767 1.8816 0.00
H 0.4402 3.3997 0.7775 0.00
H 0.6596 3.7561 -0.9429 0.00
H -0.5015 2.5189 -0.4144 0.00
H 0.9429 -4.4221 -3.3011 0.00
H -4.0187 3.0412 -0.2682 0.00
H 2.9812 3.5133 -0.7556 0.00
H -0.7940 -3.1408 -2.0865 0.00
H -3.8582 -0.6664 -0.3879 0.00
H -2.1298 2.2711 2.9363 0.00
H 5.2799 -2.7848 -0.7278 0.00
H -5.3566 0.2822 -0.2904 0.00
H 2.8338 -3.2344 -4.3714 0.00
H -1.8476 -0.2998 3.9885 0.00
H 2.9619 -0.7663 -4.2441 0.00
```

Output
- 2S+1: 2
- HOMO (alpha / beta): -4.68 / -4.58 eV
- Charge: -1
- Molecular weight: 688.959 g/mol
- Lowest unoccupied orbital energy (alpha / beta): 2.2 / 1.9 eV

---

Which one sits at the bottom of the stability order? entry 1 does.

---

Entry 1
Entry from the Open Molecules 2025 dataset: C3H4BrNO2 in the gas phase (ωB97M-V/def2-TZVPD).

Structure (XYZ):
```
11
Properties=species:S:1:pos:R:3:lowdin_charge:R:1
Br -3.0651 -0.3869 -0.0041 0.84
O -1.1489 2.0293 0.0995 0.08
O -0.4902 -1.4203 0.0851 -0.16
N -1.3707 -0.2160 -0.5668 -0.44
C -0.6682 0.9333 -0.0189 -0.55
C 0.7913 0.6123 0.1247 -0.07
C 0.8322 -0.9249 0.0210 -0.23
H 1.2510 -1.1103 -0.9051 0.08
H 1.4261 -1.2904 0.9172 0.15
H 1.2497 0.9191 -0.8754 0.16
H 1.1928 0.8548 1.1227 0.13
```

Output
- HOMO: -9.81 eV
- Charge: 0
- Molecular weight: 165.974 g/mol
- Lowest unoccupied orbital energy: 0.0 eV

---

Entry 2
Entry from the Open Molecules 2025 dataset: 2 unconnected molecules or ions with the total composition C3H4BrNO2 (ωB97M-V/def2-TZVPD).

Structure (XYZ):
```
11
Properties=species:S:1:pos:R:3:lowdin_charge:R:1
Br 0.2463 -2.7907 -0.5543 0.14
O 2.7590 -0.1235 0.3153 0.09
O 1.7466 0.5456 -1.4664 0.08
N 1.7656 0.1077 -0.3332 -0.44
C -0.6058 0.3358 -0.1918 -0.26
C 0.5565 -0.2473 0.3476 -0.17
C -1.7627 0.6386 0.4028 0.05
H -1.9463 0.3230 1.4808 0.09
H 0.5489 -0.5427 1.4584 0.16
H -0.6854 0.5763 -1.2724 0.13
H -2.6227 1.1772 -0.1867 0.12
```

Output
- HOMO (alpha / beta): -10.45 / -9.96 eV
- Charge: 0
- Molecular weight: 165.974 g/mol
- Lowest unoccupied orbital energy (alpha / beta): -2.8 / -3.1 eV

---

Which one sits at the bottom of the stability order? entry 2 does.

---

Entry 1
Entry from the Open Molecules 2025 dataset: a molecular structure, C46H46BClN10O4PPb (ωB97M-V/def2-TZVPD).

Structure (XYZ):
```
110
Properties=species:S:1:pos:R:3:lowdin_charge:R:1
Pb 0.0163 -0.0502 -1.7088 1.30
Cl 4.2333 -2.5910 -0.9029 0.72
P -2.7011 1.2156 -1.9549 0.97
O 0.7775 1.4509 -3.1918 -0.27
O 1.2368 -2.9181 2.2597 0.21
O 2.6171 2.4555 -3.9872 0.05
O -0.7124 -3.7034 1.3378 0.19
N -1.5617 0.5238 3.2745 -0.18
N 5.6192 2.1051 1.8327 0.06
N 5.8659 1.4078 2.8744 0.09
N -3.5218 -0.1426 -2.6466 -0.11
N 2.6585 3.0863 0.4739 0.00
N 1.9756 -1.0396 -3.3129 -0.05
N -1.5933 -0.5314 -3.8202 -0.01
N -1.0052 -0.3048 1.0015 0.13
N 4.4564 2.7906 2.0244 -0.06
N 1.1890 1.6879 -0.3376 -0.02
C 0.5222 2.8108 0.1286 -0.13
C 2.6104 2.3877 5.1970 -0.08
C -0.9056 -1.1362 -4.8001 -0.14
C 0.3457 -3.2281 3.2702 -0.19
C -5.7816 2.4835 1.2590 -0.07
C -0.8214 -3.7203 2.7151 -0.20
C 1.5988 -5.6067 -0.5882 -0.03
C -2.9984 4.5161 -5.1386 -0.07
C -1.8199 3.4167 -3.3547 -0.09
C -1.8689 -4.1653 3.4862 0.01
C -5.3365 1.6512 -0.9591 -0.09
C -1.4169 -2.1778 -5.5412 -0.05
C -1.0000 1.7882 3.7437 -0.03
C 1.1904 -3.1408 -0.3425 -0.07
C 2.7834 2.9182 3.9370 -0.02
C -4.4192 2.5474 1.5062 -0.08
C -3.9617 1.7007 -0.7146 -0.33
C 1.9868 1.4588 -3.6833 -0.66
C 2.6685 0.1059 -3.9313 -0.16
C 3.9304 3.6012 0.9613 -0.05
C -4.0211 3.5756 -5.0449 -0.07
C -2.8480 2.4855 -3.2469 -0.35
C -1.2747 0.0863 2.0618 -0.27
C 4.2969 -5.2713 -1.0858 -0.10
C 3.5678 0.9317 -0.4584 0.01
C 2.3992 -6.7129 -0.8152 -0.07
C -1.8991 4.4350 -4.2973 -0.06
C -3.5182 2.1518 0.5267 -0.11
C 3.9352 2.5114 3.2525 -0.17
C -1.7030 -4.0800 4.8715 -0.08
C 3.4778 -4.1750 -0.8590 -0.56
C 2.4689 1.8778 -0.1150 -0.32
C -3.9465 2.5631 -4.1024 -0.09
C 0.5234 -3.1309 4.6288 0.01
C 4.6596 1.0863 5.0723 0.00
C -3.4391 -1.9875 -4.2580 0.00
C -2.6807 -0.0570 4.0183 -0.02
C -2.8472 -0.9101 -3.5927 -0.39
C -0.5353 -3.5676 5.4292 -0.08
C 1.4228 3.6852 0.6359 -0.05
C 4.8473 1.6186 3.7943 -0.22
C -6.2387 2.0374 0.0233 -0.07
C 3.5354 1.4821 5.7603 -0.08
C 2.1149 -4.3096 -0.6063 -0.24
C -2.7052 -2.6214 -5.2368 -0.05
C 3.7553 -6.5452 -1.0645 -0.07
B 0.5663 -3.2200 1.0821 -0.58
H -0.8374 -2.6323 -6.3344 0.11
H -3.5707 0.5725 3.9382 0.08
H 2.7691 -0.0045 -5.0116 0.13
H -4.4490 -2.2963 -4.0153 0.12
H -0.5472 2.9200 0.0298 0.08
H -1.7511 2.5817 3.7206 0.09
H -4.7358 1.8211 -4.0480 0.10
H -4.2531 -0.5860 -2.1151 0.10
H 4.3773 1.4432 -0.9818 0.10
H -6.4884 2.7839 2.0229 0.11
H -5.7119 1.3291 -1.9231 0.10
H 3.1761 0.1492 -1.1083 0.03
H -2.7687 -4.5702 3.0372 0.12
H 1.4553 -1.5701 -4.0032 0.05
H 1.7302 -2.1992 -0.4491 0.04
H -2.4530 2.1961 0.7277 0.06
H 2.0727 3.6161 3.5126 0.10
H 0.5390 -5.7397 -0.3886 0.13
H 1.9668 -7.7055 -0.7944 0.11
H 0.3735 -3.1594 -1.0708 0.11
H -7.3017 1.9999 -0.1816 0.11
H -2.9005 -1.0454 3.6296 0.09
H -2.4970 -4.4263 5.5226 0.11
H 1.7432 2.6780 5.7789 0.10
H 3.3558 1.1025 6.7581 0.11
H -0.6490 1.6661 4.7687 0.09
H -3.1340 -3.4600 -5.7728 0.12
H 1.3113 4.6716 1.0582 0.13
H -0.9308 3.3270 -2.7395 0.08
H 1.4467 -2.7536 5.0504 0.12
H -4.8746 3.6311 -5.7099 0.11
H -1.0888 5.1494 -4.3864 0.11
H 3.6782 0.1857 -3.5338 0.12
H 0.0919 -0.7431 -4.9812 0.10
H -4.0609 2.9077 2.4646 0.10
H 4.3923 -7.4018 -1.2443 0.11
H 3.7678 4.6210 1.2951 0.14
H -2.3983 -0.1506 5.0662 0.09
H -0.4363 -3.5249 6.5066 0.10
H 4.6736 3.5968 0.1713 0.14
H 3.9874 0.4607 0.4326 0.08
H 2.6405 -1.6818 -2.8943 0.03
H -3.0544 5.3018 -5.8820 0.11
H -0.1585 2.0696 3.1140 0.07
H 5.3525 -5.1192 -1.2726 0.11
H 5.3792 0.3957 5.4956 0.12
```

Output
- HOMO: -10.55 eV
- Charge: +1
- Molecular weight: 1087.379 g/mol
- Lowest unoccupied orbital energy: -1.8 eV

---

Entry 2
Entry from the Open Molecules 2025 dataset: a molecular structure, C46H46BClN10O4PPb (ωB97M-V/def2-TZVPD).

Structure (XYZ):
```
110
Properties=species:S:1:pos:R:3:lowdin_charge:R:1
Pb 0.4875 0.3124 1.2581 1.21
Cl -3.3807 3.6708 -3.0440 0.78
P -0.5288 3.5715 0.7368 1.03
O 1.5116 -1.0575 5.2755 0.03
O 1.1920 -0.9523 3.0596 -0.24
O -2.7639 -0.3784 0.6769 0.07
O -1.6838 -2.1598 -0.2468 0.08
N 1.8280 0.3176 -2.4910 0.19
N 3.6871 -2.9337 0.2832 -0.01
N 1.8916 -6.8677 0.3030 0.08
N 2.3846 -1.1754 0.4075 -0.03
N 3.3342 -5.2924 0.5293 -0.08
N 0.0911 4.8319 1.7366 -0.11
N -1.0783 0.4598 3.3171 -0.07
N 2.7091 -6.1322 -0.3409 0.04
N 1.7354 3.3929 2.4345 0.06
N 2.4018 -1.6304 -3.9167 -0.20
C -5.7781 -2.2886 -0.2649 -0.08
C -2.1902 5.6431 -0.2389 -0.11
C -3.0445 -2.3642 -0.3393 -0.22
C -2.0231 -0.1097 -2.9177 -0.03
C 2.2863 4.1809 -2.1455 0.04
C 3.5707 -1.6178 -4.7902 -0.03
C 0.4842 3.0816 -3.2477 0.03
C 1.2608 5.2640 3.8476 -0.02
C -4.0317 -0.0683 -4.2175 -0.06
C 0.3079 3.7577 -0.8581 -0.25
C 2.0972 -0.5807 -3.1758 -0.28
C 1.2069 -6.9880 2.7366 -0.01
C 3.1258 -4.8867 3.0287 0.00
C -5.1167 -3.3850 -0.8094 -0.08
C 1.2753 -3.2390 -0.4238 0.02
C 4.4638 -1.8955 0.7626 -0.05
C 0.9227 -0.6527 4.2868 -0.67
C -0.2403 0.3361 4.5166 -0.16
C 4.2056 -4.2708 0.0353 -0.07
C -4.5385 4.2682 0.3408 -0.08
C -3.4197 6.2216 -0.5142 -0.08
C 3.6443 -0.8222 0.8314 -0.14
C -4.5932 5.5349 -0.2202 -0.08
C 2.4008 -5.3623 4.0975 -0.06
C 2.4313 -2.4472 0.0727 -0.32
C 1.4515 -6.3954 3.9536 -0.07
C 1.9330 -6.5133 1.6407 -0.23
C 1.4432 -2.7196 -4.0893 -0.03
C 2.9471 3.6799 4.4726 -0.06
C 2.2273 4.8393 4.7395 -0.06
C -2.1310 4.3667 0.3298 -0.38
C -3.7020 -1.2799 0.2142 -0.21
C -1.0775 1.8278 -1.7185 -0.13
C -2.9854 -0.7808 -3.6514 -0.06
C -2.0890 1.2675 -2.6891 -0.21
C -3.1518 1.9551 -3.2729 -0.55
C 2.8613 -5.4865 1.7949 -0.18
C -4.1012 1.3042 -4.0474 -0.10
C 2.6631 2.9926 3.3098 -0.13
C 1.0504 4.4945 2.7048 -0.41
C -3.3092 3.6825 0.6149 -0.10
C 1.7349 3.6021 -3.3008 -0.04
C -0.3543 3.1782 -2.0512 -0.29
C -3.7243 -3.4417 -0.8584 0.01
C 1.5961 4.2259 -0.9363 -0.04
C -5.0754 -1.2063 0.2629 0.01
B -1.4974 -0.9285 0.3930 -0.61
H 3.8441 -4.0844 3.1395 0.11
H -3.2030 -4.2984 -1.2673 0.12
H 4.1964 -2.4871 -4.5847 0.09
H 5.1736 -4.3251 0.5281 0.14
H 2.4129 5.4071 5.6422 0.11
H 3.8719 0.1835 1.1490 0.10
H 2.5601 -4.9256 5.0750 0.11
H 0.6651 -2.6551 -3.3337 0.07
H -4.8035 -0.5768 -4.7814 0.11
H -0.5582 5.5584 1.9928 0.10
H 0.6673 6.1507 4.0329 0.11
H -5.4534 3.7328 0.5617 0.11
H -1.1932 -0.6549 -2.4821 0.10
H 2.0812 4.6135 -0.0489 0.11
H -5.5802 -0.3515 0.6957 0.12
H 0.9017 -6.7199 4.8275 0.11
H -5.5516 5.9877 -0.4406 0.11
H -2.9194 -1.8526 -3.7859 0.11
H 0.9829 -2.6775 -5.0799 0.09
H 0.2044 1.3063 4.7436 0.11
H -1.6331 -0.3794 3.1909 0.08
H 1.9570 -3.6760 -3.9861 0.09
H 1.5831 -4.0759 -1.0451 0.07
H -1.1770 3.8702 -2.3233 0.11
H -1.7262 1.2364 3.3805 0.08
H 4.1520 -0.7160 -4.6197 0.09
H 3.2894 4.5903 -2.1923 0.13
H 4.3359 -4.4653 -1.0267 0.14
H -6.8607 -2.2796 -0.2388 0.10
H -5.6952 -4.2114 -1.2017 0.11
H 0.4831 -7.7838 2.6167 0.12
H 0.6964 -3.6300 0.4168 0.10
H -0.2912 1.0900 -1.5940 0.05
H -3.2621 2.6853 1.0428 0.10
H 0.0455 2.5973 -4.1143 0.14
H -4.9070 1.8694 -4.4962 0.11
H -3.4637 7.2061 -0.9638 0.11
H 3.7009 3.3163 5.1568 0.11
H -1.2750 6.1797 -0.4667 0.11
H -1.5804 1.9493 -0.7552 0.07
H -0.7917 -0.0071 5.3902 0.12
H 3.1842 2.0723 3.0653 0.11
H 2.3227 3.5443 -4.2072 0.12
H 0.6130 -2.5856 -0.9862 0.05
H 5.5005 -2.0283 1.0246 0.12
H 3.2649 -1.6501 -5.8382 0.09
```

Output
- HOMO: -9.40 eV
- Charge: +1
- Molecular weight: 1087.379 g/mol
- Lowest unoccupied orbital energy: -4.7 eV

---

Which one sits at the bottom of the stability order? entry 2 does.